1.
Computed, not measured: a 5-piece molecular cluster, C24H57ClIN6O4 overall at a distorted geometry, with the ωB97M-V functional and the def2-TZVPD basis.

For the total energy, the calculation gives -2335.69166 hartree. The maximum force is 0.044 hartree/bohr. Its multiplicity is 1. The HOMO energy is -10.80 eV. Its charge is +1.

XYZ file:
```
93
Properties=species:S:1:pos:R:3:lowdin_charge:R:1
I -2.24258 0.05437 -3.21008 1.16
Cl -0.57990 -5.41877 -2.40787 0.82
O 1.76644 5.16445 3.57907 -0.20
O -0.23118 -7.86629 2.28165 -0.19
O -4.03752 4.65217 -4.15673 -0.19
O 2.08904 0.82870 1.66789 -0.22
N 3.73784 -0.56216 3.59886 0.04
N -1.48051 -8.38900 -0.26299 0.04
N -4.19308 2.14052 -5.55010 0.04
N -1.53303 -2.91187 -2.87823 0.09
N -0.22660 -1.70003 -1.74679 -0.08
N -0.60080 6.22380 4.84936 0.04
C 3.58520 -1.30346 -2.38884 -0.23
C -0.01018 7.78356 3.07675 -0.07
C -0.65317 -3.73627 -2.27744 -0.70
C 0.90697 1.40437 2.21111 -0.08
C -1.26040 -1.63665 -2.55634 -0.73
C 2.90484 -0.03841 -1.82661 -0.19
C -0.57200 -8.77460 3.31669 -0.10
C 1.77211 5.24022 2.16753 -0.11
C 1.80911 6.41193 4.25347 -0.20
C 1.42560 0.05917 -2.21826 -0.16
C 0.45372 7.12398 4.37177 -0.43
C -5.08940 3.75070 -3.88109 -0.21
C 0.51801 -8.41869 1.21799 -0.21
C -0.77694 -10.54973 0.60980 -0.07
C 2.98105 1.48911 4.67451 -0.06
C 3.80615 -2.39596 -1.31991 -0.10
C -0.31200 -9.16746 0.16457 -0.43
C 3.30185 1.40604 2.13579 -0.19
C -4.40005 5.79084 -4.92349 -0.09
C -6.18725 3.38709 -6.17432 -0.06
C 0.18368 -2.99037 -1.54414 -0.02
C 0.46098 -0.52409 -1.14812 -0.11
C -5.40926 2.76938 -5.01785 -0.43
C 3.76916 0.90188 3.50762 -0.42
H -1.16465 -7.50789 -0.65662 0.01
H -5.55376 3.99375 -6.82031 0.07
H 3.52079 1.33109 5.60732 0.08
H 3.41531 0.79927 -2.29007 0.11
H 3.23395 2.49879 2.11986 0.10
H 0.75263 5.31975 1.78078 0.08
H 1.00133 -0.86797 -0.27354 0.12
H -0.59406 5.40014 4.25366 0.06
H 1.01265 2.47549 2.39001 0.08
H 0.62922 0.89576 3.13553 0.08
H 0.03049 -11.09943 1.09671 0.08
H -3.70091 6.58899 -4.67820 0.09
H 2.83297 2.56457 4.55093 0.07
H -7.00303 4.01240 -5.80880 0.08
H 3.03813 0.01251 -0.74912 0.09
H -1.10385 -11.13140 -0.25152 0.08
H 1.02114 -3.26823 -0.94258 0.13
H 3.04818 -2.30981 -0.54528 0.05
H 2.00383 1.01999 4.78926 0.07
H -0.34490 5.86614 5.76558 0.07
H 3.82049 -3.39423 -1.74759 0.07
H 0.99246 -7.56363 0.72573 0.12
H 2.37656 6.07355 1.79995 0.10
H -0.27135 0.20431 -0.82356 0.09
H 1.27795 -0.49806 -3.13783 0.10
H -6.62001 2.60463 -6.79671 0.08
H -6.03645 1.98166 -4.58944 0.14
H 2.15908 6.18234 5.26272 0.12
H 4.05837 1.12666 1.39643 0.12
H 0.57693 7.91759 5.11379 0.14
H -5.41244 6.12912 -4.68963 0.09
H -0.80842 8.49549 3.28356 0.08
H -1.98531 -8.11422 0.57598 0.07
H -3.54358 2.88769 -5.78610 0.08
H 0.09859 1.24993 1.49338 0.08
H -0.40618 7.05955 2.36451 0.06
H 4.80856 1.22082 3.62388 0.14
H 0.80557 8.32732 2.59586 0.08
H -0.70165 -8.19803 4.23180 0.09
H 2.80903 -0.86883 3.32179 0.06
H -3.72646 1.64091 -4.79715 -0.07
H 1.32848 -9.04874 1.60615 0.12
H -5.98732 4.29255 -3.55968 0.12
H 4.55960 -1.01428 -2.77108 0.10
H 0.33519 -9.30844 -0.70671 0.13
H 2.56428 7.06522 3.79825 0.12
H 4.78239 -2.24312 -0.87145 0.07
H -1.51750 -9.27688 3.10273 0.08
H 3.02918 -1.71053 -3.23087 0.10
H -1.61990 -10.49873 1.29797 0.07
H -4.74955 3.16673 -3.01856 0.12
H 1.09656 1.07503 -2.42220 0.11
H -4.31266 5.58822 -5.99263 0.08
H 0.21486 -9.51552 3.47930 0.09
H 4.35049 -0.95574 2.88922 0.07
H -2.29620 -3.18447 -3.48088 0.17
H 2.19902 4.31170 1.79018 0.06
```


2.
Computed, not measured: a 5-piece molecular cluster, C24H57IO6P overall, with the ωB97M-V functional and the def2-TZVPD basis.

For the total energy, the calculation gives -2039.01499 hartree. The maximum force is 0.019 hartree/bohr. Its multiplicity is 1. The HOMO energy is -4.43 eV. Its charge is -1.

XYZ file:
```
89
Properties=species:S:1:pos:R:3:lowdin_charge:R:1
I 4.28469 -0.07324 4.57204 0.78
P 5.19466 2.70062 2.70255 0.55
O 6.30380 4.04279 2.35542 -0.36
O -6.53672 2.55935 -4.39609 -0.17
O -3.10727 -1.59278 -4.95379 -0.17
O -0.56068 -0.93412 -0.58570 -0.16
O 3.86608 3.91568 2.56363 -0.34
O 1.92383 -4.59934 5.70441 -0.16
C -2.80122 -3.33934 -6.66433 -0.08
C -1.32369 -3.19276 -1.20254 -0.08
C 3.19107 -5.51508 7.60972 -0.09
C 6.55501 0.35319 1.67513 -0.28
C -3.48360 -2.88725 -5.38459 -0.28
C 1.78479 0.09630 2.24755 -0.15
C -5.21333 2.92424 -4.03914 -0.27
C 3.77688 1.45899 3.11970 -0.78
C 6.65256 1.48797 2.64071 -0.35
C -4.94070 2.91356 -2.54548 -0.08
C 1.64119 -2.37803 6.74204 -0.09
C -3.37210 -0.52812 -5.84926 -0.28
C -2.22750 0.22537 -1.97680 -0.08
C 1.07602 -3.76061 6.47139 -0.28
C -0.82401 -0.33702 -1.84043 -0.27
C -7.48042 4.83473 -4.29426 -0.08
C -7.56775 3.37731 -3.87424 -0.28
C 6.86065 -0.93050 1.90385 -0.06
C -4.84192 -0.34918 -6.18880 -0.08
C 3.20788 -4.84550 6.24527 -0.28
C -1.38459 -2.02642 -0.22948 -0.28
C 5.67332 5.16911 1.80824 -0.29
C 4.21939 4.77480 1.53390 -0.34
C 3.07242 0.85822 1.91131 -0.38
H -4.96997 0.51887 -6.83705 0.08
H -1.94150 -4.01361 -0.83444 0.07
H 1.28957 0.54204 3.11376 0.06
H 5.68222 5.95207 2.58140 0.10
H 1.88235 -1.86330 5.81189 0.03
H 7.47634 2.09521 2.25565 0.08
H -8.49178 2.94012 -4.25415 0.12
H -5.43151 -0.19166 -5.28436 0.08
H 4.21311 -5.71675 7.93408 0.07
H 3.75837 0.20982 1.36375 0.09
H 5.36217 2.98214 4.09817 0.03
H 4.99391 2.46244 1.28745 0.05
H 3.69713 -5.49801 5.52135 0.12
H 0.91119 -1.78201 7.29239 0.08
H -3.20099 -3.54836 -4.56457 0.11
H -5.24906 -1.21653 -6.71087 0.07
H 7.21413 -1.56214 1.09279 0.03
H -7.60608 3.29922 -2.78160 0.11
H -5.15213 1.92702 -2.13016 0.08
H -7.48664 4.92086 -5.38190 0.08
H 2.01392 -0.93263 2.53293 0.04
H -2.34939 0.70572 -2.94894 0.06
H 2.80797 1.72777 1.30345 0.10
H 2.64572 -6.45980 7.56759 0.08
H 2.55330 -2.41791 7.33949 0.07
H -1.71680 -3.31211 -6.54916 0.08
H 4.12360 4.30214 0.54271 0.09
H -1.68913 -2.91637 -2.19341 0.05
H -2.41910 0.96102 -1.19297 0.08
H -4.57856 2.18651 -4.53203 0.10
H 3.03720 2.05033 3.65695 0.02
H -3.00361 0.36295 -5.33867 0.10
H -3.89232 3.15034 -2.36191 0.08
H 6.97063 1.13405 3.62393 0.05
H 3.79371 -3.92054 6.28169 0.11
H 6.72402 -1.40593 2.86911 0.01
H 0.80293 -4.25093 7.41516 0.10
H -4.95437 3.89963 -4.46718 0.11
H -5.54696 3.64318 -2.00710 0.07
H 6.23802 0.62005 0.66605 0.09
H -2.77668 -0.63589 -6.76343 0.11
H -0.29762 -3.54844 -1.30652 0.08
H -4.57292 -2.95813 -5.48800 0.11
H -8.33393 5.38551 -3.89658 0.08
H 0.16091 -3.68028 5.88350 0.12
H -2.98874 -0.55210 -1.89972 0.07
H -6.57417 5.31477 -3.92369 0.07
H -0.62270 -1.04207 -2.65564 0.11
H 3.58583 5.66927 1.50408 0.10
H 6.18158 5.52572 0.90362 0.10
H -0.09260 0.46652 -1.93062 0.12
H 2.71968 -4.88760 8.36724 0.06
H -3.06586 -2.70952 -7.51470 0.06
H -3.10037 -4.36122 -6.90162 0.08
H -1.02248 -2.34141 0.74949 0.12
H -2.42355 -1.70100 -0.09467 0.11
H 1.09333 0.06794 1.40410 0.05
```


In the order shown, the computed HOMO-LUMO gap values come out to 7.389 6.447 eV.